No. 1
C49H113Cl6NO2 | ωB97M-V/def2-TZVPD

Cartesian coordinates (Å):
C 42.63 12.38 7.09
N 42.00 13.75 7.11
O 40.90 13.77 6.50
O 42.52 14.68 7.70
H 42.41 11.83 8.01
H 43.72 12.47 7.07
H 42.25 11.88 6.21
C 31.76 -4.69 12.04
C 32.94 -5.22 12.84
C 32.60 -6.47 13.72
C 33.62 -6.67 14.86
C 33.36 -7.62 16.04
C 34.48 -7.59 17.07
H 32.14 -3.93 11.36
H 31.01 -4.30 12.73
H 31.28 -5.38 11.34
H 33.68 -5.48 12.08
H 33.17 -4.45 13.57
H 32.55 -7.41 13.17
H 31.66 -6.31 14.24
H 34.53 -6.96 14.34
H 33.80 -5.73 15.38
H 32.49 -7.20 16.55
H 33.21 -8.61 15.59
H 34.33 -8.46 17.70
H 35.47 -7.79 16.65
H 34.47 -6.79 17.81
C 37.02 6.77 4.66
C 36.49 5.42 5.10
C 37.02 4.82 6.40
C 36.39 3.48 6.59
C 36.73 2.80 7.91
C 35.77 1.61 8.14
H 36.59 7.53 5.31
H 36.85 6.97 3.60
H 38.10 6.73 4.81
H 35.41 5.55 5.18
H 36.62 4.73 4.26
H 36.66 5.49 7.18
H 38.11 4.91 6.39
H 35.32 3.67 6.65
H 36.52 2.78 5.77
H 37.71 2.31 7.93
H 36.59 3.45 8.77
H 35.70 0.96 7.27
H 36.10 0.94 8.94
H 34.77 1.94 8.42
C 33.14 9.45 -3.95
C 33.09 8.25 -3.02
C 31.75 8.07 -2.31
C 30.59 7.52 -3.19
C 29.37 7.26 -2.34
C 28.22 6.88 -3.23
H 34.16 9.74 -4.21
H 32.60 10.28 -3.50
H 32.73 9.22 -4.93
H 33.36 7.36 -3.59
H 33.91 8.39 -2.31
H 31.45 9.03 -1.90
H 31.88 7.48 -1.41
H 30.33 8.24 -3.96
H 30.94 6.64 -3.74
H 29.59 6.51 -1.58
H 28.97 8.19 -1.93
H 27.36 6.66 -2.60
H 28.02 7.71 -3.90
H 28.57 5.98 -3.74
C 38.56 -0.61 1.34
C 39.93 -0.97 0.88
C 40.82 -1.78 1.89
C 40.95 -1.23 3.32
C 42.03 -1.92 4.15
C 42.01 -1.70 5.66
H 38.64 -0.27 2.37
H 37.88 -1.46 1.34
H 38.13 0.19 0.74
H 39.78 -1.63 0.03
H 40.41 -0.10 0.44
H 41.82 -1.89 1.47
H 40.42 -2.79 1.93
H 41.06 -0.15 3.41
H 39.96 -1.39 3.75
H 42.07 -2.99 3.93
H 43.01 -1.67 3.73
H 42.03 -0.63 5.85
H 41.11 -2.14 6.10
H 42.91 -2.07 6.14
C 34.66 16.08 0.26
C 34.27 17.27 -0.69
C 33.97 18.64 -0.06
C 34.05 19.82 -0.97
C 33.03 19.81 -2.05
C 31.61 20.10 -1.57
H 35.72 16.20 0.50
H 34.54 15.11 -0.22
H 34.14 16.16 1.22
H 35.08 17.44 -1.40
H 33.40 16.92 -1.24
H 34.64 18.84 0.78
H 33.02 18.54 0.47
H 33.89 20.69 -0.33
H 35.08 19.87 -1.31
H 33.29 20.49 -2.86
H 33.10 18.87 -2.60
H 31.50 21.02 -1.01
H 31.00 20.05 -2.47
H 31.09 19.35 -0.98
C 42.06 10.49 -1.60
C 42.18 9.82 -2.97
C 40.84 9.23 -3.42
C 41.04 8.48 -4.75
C 41.36 9.49 -5.91
C 41.23 8.89 -7.36
H 41.62 9.85 -0.83
H 41.23 11.19 -1.74
H 42.93 11.00 -1.18
H 42.54 10.58 -3.66
H 42.98 9.10 -2.81
H 40.15 10.07 -3.50
H 40.35 8.57 -2.70
H 41.79 7.72 -4.54
H 40.13 7.98 -5.08
H 40.52 10.18 -5.83
H 42.27 10.08 -5.78
H 41.35 9.69 -8.09
H 41.98 8.13 -7.61
H 40.27 8.44 -7.62
C 30.68 13.76 5.77
C 30.90 12.34 6.21
C 31.17 12.17 7.73
C 31.57 10.77 8.16
C 30.51 9.73 7.88
C 30.88 8.32 8.31
H 31.56 14.35 6.03
H 29.88 14.14 6.41
H 30.51 13.86 4.70
H 30.12 11.64 5.91
H 31.77 11.94 5.68
H 30.27 12.45 8.29
H 31.93 12.91 8.00
H 32.46 10.51 7.58
H 31.90 10.83 9.20
H 29.54 10.04 8.29
H 30.24 9.70 6.83
H 31.32 8.33 9.30
H 29.98 7.71 8.20
H 31.65 7.82 7.72
Cl 39.96 -2.39 15.51
C 41.12 -1.21 14.95
C 40.84 -0.86 13.49
Cl 42.03 0.39 13.04
H 42.10 -1.67 15.12
H 40.93 -0.32 15.54
H 39.91 -0.30 13.36
H 40.92 -1.74 12.87
Cl 29.38 2.57 18.63
C 30.67 2.09 17.43
C 31.01 3.17 16.37
Cl 32.06 2.67 14.98
H 30.27 1.18 16.97
H 31.55 1.79 18.00
H 31.40 4.01 16.93
H 30.01 3.46 16.02
Cl 36.75 12.41 11.85
C 37.54 12.25 10.29
C 37.88 10.80 9.84
Cl 39.01 10.06 10.96
H 38.44 12.84 10.41
H 37.00 12.69 9.46
H 38.24 10.81 8.81
H 37.00 10.16 9.85

The calculation puts the HOMO-LUMO gap at 10.67 eV. The SMILES is C[N+](=O)[O-].CCCCCC.CCCCCC.CCCCCC.CCCCCC.CCCCCC.CCCCCC.CCCCCC.ClCCCl.ClCCCl.ClCCCl. The highest occupied orbital energy is -0.39354 Ha. The calculation puts the total energy at -133361.1348 eV. The max |F| comes out at 2.20 eV Å⁻¹.

Mulliken population analysis, charges in e, atoms 1 to 99: number 1, C, carries -0.6646; number 2, N, carries 0.8185; number 3, O, carries -0.5019; number 4, O, carries -0.4982; number 5, H, carries 0.2702; number 6, H, carries 0.2854; number 7, H, carries 0.2904; number 8, C, carries -1.3282; number 9, C, carries -0.2401; number 10, C, carries -0.6431; number 11, C, carries -0.7665; number 12, C, carries -0.3455; number 13, C, carries -1.2570; number 14, H, carries 0.3538; number 15, H, carries 0.3555; number 16, H, carries 0.3237; number 17, H, carries 0.3067; number 18, H, carries 0.2669; number 19, H, carries 0.3076; number 20, H, carries 0.3595; number 21, H, carries 0.3142; number 22, H, carries 0.3530; number 23, H, carries 0.2529; number 24, H, carries 0.3369; number 25, H, carries 0.3867; number 26, H, carries 0.3261; number 27, H, carries 0.3374; number 28, C, carries -1.2187; number 29, C, carries -0.4801; number 30, C, carries -0.4957; number 31, C, carries -0.7415; number 32, C, carries -0.2309; number 33, C, carries -1.3149; number 34, H, carries 0.2688; number 35, H, carries 0.3520; number 36, H, carries 0.3028; number 37, H, carries 0.2885; number 38, H, carries 0.3626; number 39, H, carries 0.2427; number 40, H, carries 0.4118; number 41, H, carries 0.2612; number 42, H, carries 0.3932; number 43, H, carries 0.2831; number 44, H, carries 0.2779; number 45, H, carries 0.3221; number 46, H, carries 0.3812; number 47, H, carries 0.3341; number 48, C, carries -1.1616; number 49, C, carries -0.4444; number 50, C, carries -0.7134; number 51, C, carries -0.6341; number 52, C, carries -0.2901; number 53, C, carries -1.2658; number 54, H, carries 0.3746; number 55, H, carries 0.2839; number 56, H, carries 0.2878; number 57, H, carries 0.2798; number 58, H, carries 0.3196; number 59, H, carries 0.2608; number 60, H, carries 0.3753; number 61, H, carries 0.3104; number 62, H, carries 0.3845; number 63, H, carries 0.3426; number 64, H, carries 0.2847; number 65, H, carries 0.3741; number 66, H, carries 0.3208; number 67, H, carries 0.3105; number 68, C, carries -1.0834; number 69, C, carries -0.4181; number 70, C, carries -0.7472; number 71, C, carries -0.5209; number 72, C, carries -0.5850; number 73, C, carries -1.2321; number 74, H, carries 0.2519; number 75, H, carries 0.2862; number 76, H, carries 0.3369; number 77, H, carries 0.2903; number 78, H, carries 0.3475; number 79, H, carries 0.3810; number 80, H, carries 0.2957; number 81, H, carries 0.3489; number 82, H, carries 0.3550; number 83, H, carries 0.3806; number 84, H, carries 0.3408; number 85, H, carries 0.2994; number 86, H, carries 0.3090; number 87, H, carries 0.3636; number 88, C, carries -1.2367; number 89, C, carries -0.3450; number 90, C, carries -0.5913; number 91, C, carries -0.7675; number 92, C, carries -0.3433; number 93, C, carries -1.1845; number 94, H, carries 0.3036; number 95, H, carries 0.3437; number 96, H, carries 0.3252; number 97, H, carries 0.3049; number 98, H, carries 0.2569; number 99, H, carries 0.3980

No. 2
C41H59F6N5O14S | ωB97M-V/def2-TZVPD

Cartesian coordinates (Å):
N 1.09 4.39 -3.40
C 0.53 3.38 -3.34
O -0.23 2.33 -3.36
C -0.96 2.21 -2.10
O -2.32 2.46 -2.19
C -2.87 2.62 -3.50
C -2.71 4.07 -4.01
C -3.96 4.81 -3.51
C -3.96 5.17 -2.01
O -3.77 6.11 -3.09
C -0.62 0.83 -1.40
C -1.63 -0.21 -1.87
N -1.51 -0.54 -3.30
O 0.75 0.63 -1.73
C 1.39 -0.58 -1.52
C 0.86 -1.54 -0.42
O 0.29 -2.71 -1.03
N 1.12 -3.83 -0.85
O 1.00 -4.56 -1.74
N 1.41 -1.37 -2.79
C 1.51 -0.75 -3.83
S 1.76 -0.09 -5.22
C 2.84 -0.20 -1.07
O 3.00 0.17 0.05
C 4.10 -0.21 -2.00
F 4.15 -1.22 -2.86
F 5.17 -0.40 -1.18
C 4.36 1.17 -2.69
F 3.19 1.79 -2.90
F 5.01 0.94 -3.83
C 5.25 2.14 -1.86
F 4.86 2.24 -0.60
F 6.55 1.84 -1.97
C 5.11 3.58 -2.47
O 5.14 4.54 -1.74
O 5.00 3.70 -3.80
C -0.76 1.16 0.10
C -1.93 0.86 0.79
C -1.90 1.18 2.14
C -0.77 1.75 2.66
N 0.37 2.06 2.05
C 0.29 1.74 0.76
H -0.55 2.96 -1.43
H -3.94 2.46 -3.39
H -2.55 1.87 -4.23
H -1.90 4.61 -3.52
H -2.72 4.14 -5.10
H -4.91 4.53 -3.96
H -4.98 4.86 -1.81
H -3.06 4.74 -1.61
H -2.66 0.11 -1.67
H -1.54 -1.15 -1.32
H -1.22 0.24 -3.87
H -2.41 -0.88 -3.60
H 0.08 -1.15 0.23
H 1.65 -1.93 0.23
H 4.68 4.60 -3.96
H -2.79 0.39 0.35
H -2.74 0.96 2.78
H -0.80 1.98 3.73
H 1.18 1.97 0.18
C -3.30 -4.83 1.92
C -1.84 -4.54 1.63
C -1.92 -3.14 1.04
O -3.04 -2.50 1.66
C -3.82 -3.47 2.36
H -3.46 -5.61 2.67
H -3.81 -5.15 1.00
H -1.27 -4.52 2.56
H -1.37 -5.26 0.96
H -2.10 -3.17 -0.04
H -1.02 -2.55 1.23
H -3.67 -3.32 3.43
H -4.87 -3.32 2.13
C -6.98 -2.58 -0.72
C -5.50 -2.90 -0.88
C -5.27 -2.60 -2.35
O -6.19 -1.56 -2.71
C -7.14 -1.39 -1.65
H -7.28 -2.36 0.30
H -7.59 -3.42 -1.08
H -4.91 -2.22 -0.26
H -5.24 -3.92 -0.61
H -5.49 -3.47 -2.98
H -4.25 -2.28 -2.56
H -6.91 -0.45 -1.14
H -8.14 -1.31 -2.08
C 4.76 -4.38 -1.72
C 6.27 -4.57 -1.79
C 6.54 -5.36 -0.52
O 5.37 -6.15 -0.27
C 4.31 -5.71 -1.12
H 4.29 -4.18 -2.68
H 4.51 -3.56 -1.04
H 6.53 -5.16 -2.66
H 6.82 -3.63 -1.83
H 6.69 -4.69 0.34
H 7.41 -6.01 -0.60
H 4.15 -6.46 -1.89
H 3.39 -5.62 -0.53
C 2.55 -0.47 4.69
C 1.34 -0.98 5.47
C 0.41 -1.43 4.36
O 1.25 -1.85 3.28
C 2.60 -1.45 3.53
H 3.47 -0.45 5.26
H 2.35 0.54 4.32
H 1.64 -1.84 6.09
H 0.90 -0.23 6.13
H -0.21 -0.59 4.00
H -0.25 -2.24 4.65
H 3.18 -2.34 3.78
H 3.02 -1.01 2.62
C 1.57 6.01 5.26
C 0.69 6.55 4.14
C -0.24 5.38 3.88
O -0.39 4.69 5.12
C 0.58 5.18 6.06
H 2.05 6.78 5.85
H 2.35 5.36 4.84
H 0.12 7.41 4.50
H 1.25 6.86 3.25
H 0.20 4.68 3.15
H -1.22 5.69 3.51
H 0.05 5.79 6.80
H 1.04 4.33 6.57

The calculation puts the HOMO-LUMO gap at 8.84 eV. The energy relative to the best compared isomer or geometry (same formula, charge and spin) comes out at 0.0 kcal/mol. The SMILES is N#CO[C@@H](OCC[C@H]1CO1)[C@@](CN)(O[C@@](CON=O)(N=C=S)C(=O)C(F)(F)C(F)(F)C(F)(F)C(=O)O)c1cccnc1.C1CCOC1.C1CCOC1.C1CCOC1.C1CCOC1.C1CCOC1. The highest occupied orbital energy is -0.34364 Ha. The calculation puts the total energy at -106718.9232 eV. The max |F| comes out at 3.90 eV Å⁻¹.

Mulliken population analysis, charges in e, atoms 1 to 99: number 1, N, carries -0.6625; number 2, C, carries 0.6921; number 3, O, carries -0.3330; number 4, C, carries -1.8937; number 5, O, carries -0.3463; number 6, C, carries -0.3636; number 7, C, carries -0.6380; number 8, C, carries -0.0926; number 9, C, carries -0.4701; number 10, O, carries -0.4397; number 11, C, carries 1.7972; number 12, C, carries -0.9825; number 13, N, carries -0.4424; number 14, O, carries -0.5575; number 15, C, carries 3.4101; number 16, C, carries -1.4164; number 17, O, carries -0.1940; number 18, N, carries 0.1958; number 19, O, carries -0.3728; number 20, N, carries -0.7249; number 21, C, carries 0.5984; number 22, S, carries -0.3618; number 23, C, carries -1.3985; number 24, O, carries -0.4666; number 25, C, carries 0.9417; number 26, F, carries -0.2815; number 27, F, carries -0.3638; number 28, C, carries 0.3436; number 29, F, carries -0.0304; number 30, F, carries -0.3508; number 31, C, carries 0.8610; number 32, F, carries -0.1989; number 33, F, carries -0.2914; number 34, C, carries 0.1868; number 35, O, carries -0.5310; number 36, O, carries -0.4319; number 37, C, carries -0.3166; number 38, C, carries -0.2406; number 39, C, carries -0.8213; number 40, C, carries -0.7816; number 41, N, carries -0.6911; number 42, C, carries 0.2373; number 43, H, carries 1.1433; number 44, H, carries 0.5728; number 45, H, carries 0.2180; number 46, H, carries 0.2772; number 47, H, carries 0.4159; number 48, H, carries 0.5378; number 49, H, carries 0.3188; number 50, H, carries 0.1333; number 51, H, carries 1.0851; number 52, H, carries -0.7141; number 53, H, carries 0.1202; number 54, H, carries 0.3669; number 55, H, carries -0.2876; number 56, H, carries 1.1850; number 57, H, carries 0.3790; number 58, H, carries 0.5593; number 59, H, carries 0.4729; number 60, H, carries 0.6870; number 61, H, carries 0.6504; number 62, C, carries -0.4690; number 63, C, carries -0.6722; number 64, C, carries 1.4754; number 65, O, carries -0.3721; number 66, C, carries -0.5707; number 67, H, carries 0.4517; number 68, H, carries 0.0984; number 69, H, carries 0.2675; number 70, H, carries 0.4375; number 71, H, carries -0.1128; number 72, H, carries -1.1250; number 73, H, carries 0.3788; number 74, H, carries 0.2375; number 75, C, carries -0.7007; number 76, C, carries 0.4133; number 77, C, carries -0.1953; number 78, O, carries -0.4271; number 79, C, carries -0.4577; number 80, H, carries 0.3336; number 81, H, carries 0.3342; number 82, H, carries -0.2222; number 83, H, carries 0.1524; number 84, H, carries 0.3208; number 85, H, carries -0.1282; number 86, H, carries 0.2397; number 87, H, carries 0.3493; number 88, C, carries 0.1343; number 89, C, carries -0.7013; number 90, C, carries -0.4417; number 91, O, carries -0.4474; number 92, C, carries -0.3578; number 93, H, carries 0.4420; number 94, H, carries -0.2043; number 95, H, carries 0.2993; number 96, H, carries 0.3194; number 97, H, carries 0.2573; number 98, H, carries 0.3050; number 99, H, carries 0.2714

No. 3
C7H12O6 | ωB97M-V/def2-TZVPD

Cartesian coordinates (Å):
O -0.81 -2.77 0.15
C -0.68 -1.50 -0.51
C 0.87 -1.24 -0.83
O 1.14 -1.11 -2.23
C 1.03 0.10 -0.16
C 2.07 1.12 0.22
O 1.28 2.12 0.99
C -0.16 1.84 1.33
C -0.91 1.07 0.14
O -1.86 1.85 -0.56
O 0.06 0.85 -0.84
C -1.48 -0.40 0.34
O -1.46 -0.86 1.66
H -0.49 -3.43 -0.45
H -1.24 -1.57 -1.46
H 1.54 -1.98 -0.40
H 0.71 -0.27 -2.55
H 0.84 -0.23 0.86
H 2.56 1.57 -0.64
H 2.87 0.66 0.86
H -0.16 1.25 2.20
H -0.66 2.78 1.54
H -1.34 2.31 -1.27
H -2.49 -0.36 -0.02
H -1.23 -1.80 1.65

The calculation puts the HOMO-LUMO gap at 10.18 eV. The energy relative to the best compared isomer or geometry (same formula, charge and spin) comes out at 71.4 kcal/mol. The SMILES is O[C@@H]1[C@@H](O)[C@H]2COC[C@@](O)(O2)[C@@H]1O. The highest occupied orbital energy is -0.35377 Ha. The calculation puts the total energy at -19735.1361 eV. The max |F| comes out at 2.19 eV Å⁻¹.

Computed Mulliken charges, given in elementary charges: number 1, O, carries -0.6532; number 2, C, carries 0.1531; number 3, C, carries -0.0276; number 4, O, carries -0.6292; number 5, C, carries -0.2845; number 6, C, carries -0.6797; number 7, O, carries -0.4092; number 8, C, carries -0.7110; number 9, C, carries 1.0549; number 10, O, carries -0.6335; number 11, O, carries -0.5925; number 12, C, carries -0.4356; number 13, O, carries -0.6236; number 14, H, carries 0.3705; number 15, H, carries 0.2975; number 16, H, carries 0.5380; number 17, H, carries 0.4069; number 18, H, carries 0.3149; number 19, H, carries 0.3148; number 20, H, carries 0.2480; number 21, H, carries 0.3064; number 22, H, carries 0.4147; number 23, H, carries 0.3635; number 24, H, carries 0.4849; number 25, H, carries 0.4113